Entry 1
Here is C3H6S2 as an isolated structure from OMol25. Energies are from the ωB97M-V functional and the def2-TZVPD basis.

Values from the calculation:
Kohn-Sham gap ... 9.680 eV
Lowest unoccupied orbital energy ... 0.86 eV

Each line ends with the Löwdin charge.
Geometry (Å):
C: -0.53 0.20 0.08  -0.850
C: 0.37 -0.58 1.10  -0.494
C: 0.62 0.78 -0.67  -0.502
H: -1.32 -1.11 -1.83  -0.122
H: -0.98 0.98 0.74  0.105
H: -0.05 -0.58 2.15  0.084
H: 0.51 -1.67 0.96  0.075
H: 0.94 0.33 -1.59  0.068
H: 0.53 1.80 -0.95  0.066
S: -1.89 -0.62 -0.69  0.744
S: 1.79 0.49 0.70  0.824


Entry 2
Here is C3H6S2 as an isolated structure from OMol25. Energies are from the ωB97M-V functional and the def2-TZVPD basis.

Values from the calculation:
Kohn-Sham gap ... 8.361 eV
Lowest unoccupied orbital energy ... -0.17 eV

Each line ends with the Löwdin charge.
Geometry (Å):
C: 1.69 -0.98 0.80  -0.561
C: -0.20 0.54 -0.64  -1.152
C: -1.84 1.09 -0.49  -0.124
H: 1.33 -1.79 0.03  0.023
H: 2.68 -0.58 0.37  0.036
H: 2.08 -1.76 1.90  0.167
H: -2.53 0.33 0.05  0.099
H: -1.75 1.61 0.36  -0.041
H: -2.11 1.51 -1.49  0.074
S: 0.51 0.29 0.99  0.758
S: 0.15 -0.26 -1.89  0.722


Q: Which of them is the most stable? A: entry 1.


Entry 1
Here is a 2-piece molecular cluster, C3H6S2 overall from OMol25. Energies are from the ωB97M-V functional and the def2-TZVPD basis.

Values from the calculation:
Kohn-Sham gap ... 7.714 eV
Lowest unoccupied orbital energy ... -0.36 eV

Each line ends with the Löwdin charge.
Geometry (Å):
C: 1.45 1.07 0.02  -0.417
C: -1.67 -0.01 -0.36  -0.179
C: -0.60 -0.72 0.39  -0.736
S: 2.80 0.11 -0.12  0.707
S: 0.32 -2.00 -0.04  0.627
H: 1.61 2.09 0.06  -0.083
H: -1.27 0.98 -0.57  0.062
H: -2.46 0.12 0.31  0.042
H: -2.08 -0.46 -1.36  0.118
H: -0.21 -0.14 1.33  0.070
H: 2.09 -1.04 0.34  -0.210


Entry 2
Here is a 2-piece molecular cluster, C3H6S2 overall from OMol25. Energies are from the ωB97M-V functional and the def2-TZVPD basis.

Values from the calculation:
Kohn-Sham gap (spin up / spin down) ... 7.484 / 7.082 eV
Lowest unoccupied orbital energy (spin up / spin down) ... 0.12 / 0.03 eV

Each line ends with the Löwdin charge.
Geometry (Å):
C: 1.48 -1.21 0.01  -0.598
C: -1.13 0.22 0.83  -0.185
C: -0.37 0.38 -0.48  -0.620
S: 1.93 -0.92 1.47  0.611
S: 0.39 1.85 -1.07  0.741
H: 1.96 -2.03 -0.65  0.013
H: -1.67 1.15 1.00  0.060
H: -0.54 0.05 1.79  0.050
H: -1.84 -0.55 0.63  0.063
H: -0.42 -0.34 -1.24  0.001
H: 0.21 1.41 -2.30  -0.135


Q: Which of them is the most stable? A: entry 2.


Entry 1
Here is a 3-piece molecular cluster, H4IO2 overall from OMol25. Energies are from the ωB97M-V functional and the def2-TZVPD basis.

Values from the calculation:
Kohn-Sham gap ... 7.349 eV
Lowest unoccupied orbital energy ... 3.71 eV
Total charge ... -1

Each line ends with the Löwdin charge.
Geometry (Å):
I: 0.96 2.22 0.05  -0.531
O: -1.93 0.43 -1.43  -0.091
H: -2.36 -0.25 -0.98  -0.017
H: -1.46 0.95 -0.79  -0.118
O: 1.76 -1.18 0.71  -0.097
H: 1.27 -0.43 0.96  -0.138
H: 1.76 -1.74 1.47  -0.009


Entry 2
Here is a 3-piece molecular cluster, H4IO2 overall from OMol25. Energies are from the ωB97M-V functional and the def2-TZVPD basis.

Values from the calculation:
Kohn-Sham gap ... 7.696 eV
Lowest unoccupied orbital energy ... 3.68 eV
Total charge ... -1

Each line ends with the Löwdin charge.
Geometry (Å):
I: 0.15 1.26 -0.04  -0.311
O: 2.53 -1.17 1.16  -0.139
H: 1.83 -0.73 0.68  -0.155
H: 3.07 -0.46 1.50  0.008
O: -2.63 0.18 -1.43  -0.181
H: -1.79 0.14 -0.97  -0.221
H: -3.16 0.79 -0.91  -0.001


Q: Which of them is the most stable? A: entry 2.


Entry 1
Here is an isolated ion of composition C3H6O2P and charge -1 from OMol25. Energies are from the ωB97M-V functional and the def2-TZVPD basis.

Values from the calculation:
SMILES ... C/C=C\P([O-])O
Kohn-Sham gap ... 6.514 eV
Lowest unoccupied orbital energy ... 3.84 eV
Total charge ... -1

Each line ends with the Löwdin charge.
Geometry (Å):
C: 0.91 -0.42 -0.17  -0.119
C: -0.15 0.73 0.06  -0.229
C: -1.46 1.01 0.33  -0.295
P: -3.10 0.14 0.49  0.466
O: -3.85 0.69 -0.66  -0.583
O: -2.66 -1.54 -0.10  -0.428
H: 0.55 -1.44 0.07  0.058
H: 1.75 -0.08 0.45  0.060
H: 1.11 -0.49 -1.15  0.010
H: 0.58 1.50 -0.10  0.041
H: -1.75 2.12 0.46  0.055
H: -1.72 -1.59 0.20  -0.035


Entry 2
Here is C3H6O2P as an isolated structure from OMol25. Energies are from the ωB97M-V functional and the def2-TZVPD basis.

Values from the calculation:
Kohn-Sham gap ... 7.311 eV
Lowest unoccupied orbital energy ... 3.99 eV
Total charge ... -1

Each line ends with the Löwdin charge.
Geometry (Å):
C: -1.12 1.57 0.23  -0.085
C: 1.21 -1.22 -1.16  -0.340
C: -0.39 0.60 0.76  -0.300
O: 2.50 1.77 -0.42  -0.717
O: 1.86 -0.59 1.36  -0.286
P: 1.18 0.04 0.02  0.690
H: -2.12 1.81 0.57  0.034
H: -0.69 2.19 -0.54  0.042
H: 0.77 -0.87 -2.09  -0.065
H: 0.65 -2.07 -0.76  -0.061
H: -0.77 -0.06 1.54  0.058
H: 2.78 -0.46 1.12  0.030


Q: Which of them is the most stable? A: entry 1.